No. 1
75
Properties=species:S:1:pos:R:3:mulliken_charge:R:1 method="wB97M-V/def2-TZVPD" total_charge=-1 e_above_lowest_ev=0.000 homo_energy_ev=-3.43 total_energy_ha=-5411.171384
C -0.01180 -3.21619 1.62576 -0.97
C 1.51050 -3.04455 1.73770 -0.89
C 2.11831 -1.96740 0.79802 0.32
C 1.41488 -1.81379 -0.55792 0.08
C 1.93364 -0.48639 -1.18396 -1.00
As 0.84003 1.12450 -0.52876 1.10
C -0.24523 2.62558 0.32077 -2.00
C -1.78263 2.52555 0.43209 -0.89
C -2.32001 1.42943 1.35833 1.11
F -2.27829 0.18570 0.86805 -0.06
F -1.49097 1.41459 2.43522 -0.40
C -3.72227 1.69762 1.97520 0.31
F -3.60638 2.83575 2.68474 -0.33
F -3.97448 0.76735 2.89122 -0.31
C -4.93320 1.92483 1.03659 0.42
F -5.99788 2.10691 1.81320 -0.31
F -4.76108 3.10198 0.43033 -0.31
C -5.21291 0.90974 -0.09984 0.83
F -6.28737 1.39980 -0.76288 -0.35
F -4.24611 0.93799 -0.97063 -0.15
C -5.62372 -0.51968 0.30523 0.56
F -4.72823 -1.14731 1.05924 -0.33
F -6.70789 -0.39625 1.08181 -0.31
C -6.03473 -1.46327 -0.88464 0.53
F -7.34886 -1.68348 -0.81824 -0.32
F -5.81645 -0.94649 -2.09202 -0.30
C -5.37815 -2.87459 -0.85821 0.55
F -5.96005 -3.53794 -1.87799 -0.33
F -5.69952 -3.55870 0.21037 -0.29
C -3.83797 -2.90286 -1.15214 0.90
F -3.24596 -3.47051 -0.10400 -0.30
F -3.55061 -3.65026 -2.17436 -0.29
F -3.32948 -1.71795 -1.28544 -0.28
O 2.34629 1.61991 0.57395 -0.74
C 2.96886 2.79834 0.20492 -0.45
C 4.12279 2.65380 -0.82457 -1.31
N 4.86623 1.40818 -0.73736 0.08
C 5.85979 1.38051 0.32766 -1.01
C 5.97650 -0.07704 0.79717 0.90
C 6.25334 -1.06701 -0.35290 -1.39
O 6.98654 -0.22523 1.80374 -0.59
P -0.87871 0.60305 -2.06011 0.19
O -0.56785 -0.82003 -2.91254 -0.42
O -0.89610 1.90698 -3.14752 -0.54
H -0.34125 -3.81397 2.48720 0.52
H -0.55101 -2.27035 1.68209 0.00
H -0.25850 -3.81041 0.74369 0.26
H 2.03313 -4.00185 1.63605 0.38
H 1.71886 -2.71823 2.76584 0.34
H 2.18538 -1.02038 1.33864 0.09
H 3.15808 -2.26445 0.60109 -0.07
H 0.32849 -1.71216 -0.47218 -0.37
H 1.71125 -2.66705 -1.17778 0.58
H 2.95471 -0.38371 -0.80518 0.03
H 2.02124 -0.52966 -2.27767 0.28
H 0.28645 0.16424 0.58601 -0.22
H 1.45747 2.07122 -1.63640 -0.02
H -0.02198 3.53739 -0.24793 0.43
H 0.17463 2.79907 1.31292 0.59
H -2.10127 3.45505 0.92717 0.60
H -2.30452 2.56055 -0.52186 0.42
H 2.29901 3.59067 -0.17235 0.21
H 3.42307 3.21798 1.12436 0.48
H 4.79869 3.52268 -0.66141 0.39
H 3.70600 2.81839 -1.82162 0.51
H 5.28630 1.25688 -1.64267 0.22
H 6.84212 1.61948 -0.12177 0.33
H 5.63931 2.05443 1.15222 0.39
H 4.99090 -0.32843 1.21113 -0.07
H 6.10098 -0.66355 -1.35357 0.27
H 5.58923 -1.93173 -0.26076 0.21
H 7.27837 -1.45520 -0.31003 0.54
H 7.21661 -1.16078 1.79918 0.32
H -0.52112 -0.68475 -3.86957 0.25
H -1.82354 1.97745 -3.40020 0.40



No. 2
65
Properties=species:S:1:pos:R:3:nbo_charge:R:1 method="wB97M-V/def2-TZVPD" total_charge=0 e_above_lowest_ev=6.566 homo_energy_ev=-9.43 smiles="CCOP(=O)(CCC[Si@@](S)(CCC(F)=C(F)F)COC(C)=O)OCC.O=[N+]([O-])c1ccccc1" total_energy_ha=-2690.345312
C 2.43455 -3.76395 0.45937 -0.66
C 2.32636 -2.35223 -0.38802 -0.10
O 2.95701 -1.20747 0.30648 -0.76
P 1.93339 -0.65715 1.64406 2.19
O 2.84000 -0.76942 2.96268 -1.07
C 1.52075 1.23736 1.45876 -0.75
C 2.16990 1.86880 0.05264 -0.42
C 2.34173 3.48909 0.22288 -0.93
Si 1.39821 4.55887 -1.06830 1.54
S 0.15352 5.94589 0.10666 -0.48
C 2.56625 5.72961 -2.12159 -0.90
C 3.99896 5.03668 -2.51351 -0.47
C 3.88399 3.56872 -3.23497 0.31
F 3.27689 3.53245 -4.60184 -0.34
C 4.37334 2.27728 -2.63524 0.62
F 3.59648 0.98869 -2.76509 -0.32
F 5.69425 2.33512 -1.90818 -0.33
C 0.15072 3.57599 -2.17732 -0.56
O 0.79044 2.68094 -3.15713 -0.57
C 0.15113 2.87804 -4.47630 0.80
C -0.65904 1.66460 -5.24932 -0.72
O 0.24773 4.06162 -5.09387 -0.58
O 0.45465 -1.58206 1.78779 -0.81
C 0.21301 -2.01821 3.17191 -0.09
C -1.09090 -3.05955 3.10355 -0.66
H 1.94835 -3.71996 1.53083 0.22
H 1.90247 -4.63915 -0.12254 0.22
H 3.57858 -4.03644 0.63417 0.22
H 2.91267 -2.54570 -1.40873 0.20
H 1.19658 -2.15729 -0.67859 0.19
H 0.33902 1.34396 1.48150 0.25
H 2.02099 1.79528 2.37888 0.27
H 3.22934 1.36302 -0.09662 0.25
H 1.45461 1.52688 -0.80703 0.23
H 1.92548 3.75490 1.30963 0.26
H 3.47752 3.84610 0.20861 0.26
H -0.62814 6.57944 -0.91067 0.18
H 2.82003 6.65822 -1.41772 0.26
H 1.96538 6.16155 -3.03796 0.27
H 4.75872 4.93678 -1.62853 0.25
H 4.52255 5.75570 -3.30959 0.24
H -0.45856 2.87461 -1.42841 0.21
H -0.62869 4.33175 -2.65017 0.24
H -1.76645 1.62766 -4.85413 0.25
H -0.08889 0.66452 -5.03916 0.25
H -0.65171 1.95958 -6.40577 0.26
H -0.08504 -1.13210 3.88330 0.19
H 1.10050 -2.64960 3.60056 0.22
H -1.73233 -2.70647 2.16418 0.21
H -0.69201 -4.13120 2.85394 0.22
H -1.72886 -3.03396 4.11197 0.24
O -3.05149 -6.40266 2.46590 -0.37
N -3.50342 -5.46884 3.14520 0.50
O -2.92816 -4.97047 4.12334 -0.37
C -4.81128 -4.91960 2.76798 0.09
C -5.51419 -5.47779 1.69136 -0.20
C -6.76862 -4.96695 1.35249 -0.21
C -7.31189 -3.90658 2.07954 -0.18
C -6.60506 -3.34574 3.14464 -0.21
C -5.35093 -3.84998 3.49473 -0.21
H -5.10463 -6.30445 1.11495 0.25
H -7.32492 -5.39777 0.52274 0.23
H -8.29282 -3.51535 1.81511 0.22
H -7.03388 -2.51758 3.70458 0.23
H -4.81410 -3.40404 4.32941 0.25



No. 3
61
Properties=species:S:1:pos:R:3:nbo_charge:R:1 method="wB97M-V/def2-TZVPD" total_charge=+3 e_above_lowest_ev=0.000 homo_energy_ev=-18.08 total_energy_ha=-1743.491103
Ta 0.43584 0.38077 0.09190 2.62
N -1.24008 -1.22588 -0.10252 -0.86
C -2.57586 -0.61030 0.02729 0.06
C -3.72424 -1.34161 0.01651 -0.14
C -4.97694 -0.69066 0.06628 -0.16
C -5.04478 0.67303 0.09802 -0.12
C -3.85886 1.44637 0.11404 -0.11
C -3.84763 2.85966 0.12608 -0.01
C -2.65846 3.54833 0.13905 -0.25
C -1.47366 2.82668 0.16800 0.11
N -1.44810 1.49168 0.16305 -0.61
C -2.62333 0.78620 0.10322 0.23
H -1.13411 -1.55080 -1.06593 0.44
H -1.18822 -2.06689 0.46512 0.44
H -3.68739 -2.42481 -0.05306 0.26
H -5.88103 -1.28504 0.05844 0.27
H -6.00291 1.17997 0.10838 0.26
H -4.78859 3.39732 0.11983 0.27
H -2.62600 4.62928 0.13310 0.28
H -0.51935 3.34742 0.20643 0.23
C 4.40015 0.44274 -3.60405 -0.66
C 4.07681 1.14087 -2.30759 0.37
C 3.15978 2.32303 -2.48857 -0.67
C 5.29209 1.44768 -1.46374 -0.67
O 3.22542 0.04670 -1.53342 -0.87
P 2.92107 -0.16775 -0.07113 2.61
O 2.11134 1.13121 0.50140 -0.97
O 1.65370 -1.13709 -0.00161 -0.98
O 4.12082 -0.55013 0.72934 -0.86
C 4.46464 -1.30947 2.06297 0.37
C 5.73508 -0.63675 2.51778 -0.65
C 3.31864 -1.10198 3.02554 -0.67
C 4.65512 -2.74766 1.64936 -0.66
H 4.86606 1.16447 -4.27708 0.26
H 3.49483 0.06480 -4.08181 0.24
H 5.09508 -0.38413 -3.44971 0.24
H 3.70369 3.07640 -3.05901 0.27
H 2.88294 2.78139 -1.53675 0.21
H 2.26869 2.05183 -3.05796 0.23
H 5.89551 2.18677 -1.99152 0.27
H 5.90600 0.55985 -1.31040 0.24
H 5.02613 1.88066 -0.49298 0.21
H 5.58076 0.42951 2.69183 0.23
H 6.52968 -0.76612 1.78262 0.25
H 6.05690 -1.09751 3.45251 0.26
H 3.13246 -0.03681 3.19194 0.22
H 3.60916 -1.54581 3.97764 0.27
H 2.41007 -1.60842 2.68670 0.20
H 5.43126 -2.83639 0.88883 0.25
H 3.72967 -3.18742 1.27073 0.22
H 4.97171 -3.31783 2.52353 0.26
C -0.38075 1.45884 5.44179 -0.59
C -0.39967 0.05881 4.77657 -0.56
C -0.18011 0.13808 3.34115 0.69
N -0.00361 0.21752 2.21005 -0.63
H -0.50074 1.31336 6.51281 0.27
H -1.20261 2.07503 5.08157 0.23
H 0.56578 1.96853 5.26565 0.23
H -1.35654 -0.44265 4.93881 0.30
H 0.37576 -0.58804 5.19196 0.30
F 0.18267 0.59264 -1.70558 -0.50



No. 4
59
Properties=species:S:1:pos:R:3:nbo_charge:R:1 method="wB97M-V/def2-TZVPD" total_charge=+2 e_above_lowest_ev=1.224 homo_energy_ev=-15.20 total_energy_ha=-3977.469197
Pt -0.38663 -1.14236 0.09928 0.69
C -1.61394 -0.76493 2.70410 -0.44
N -0.45362 -1.52062 2.13832 -0.33
C 0.79893 -1.04373 2.78431 -0.43
C -0.64777 -2.99705 2.38585 -0.25
C -1.60705 -3.48215 1.35210 -0.10
C -2.44475 -4.57799 1.43539 -0.18
C -3.22427 -4.91874 0.33213 -0.13
C -3.17719 -4.18145 -0.84513 -0.19
C -2.34443 -3.07414 -0.94112 -0.25
C -1.56402 -2.74601 0.16134 -0.16
H -1.66159 -0.96988 3.77499 0.24
H -2.53602 -1.08877 2.22891 0.24
H -1.45441 0.30008 2.55072 0.23
H 0.68453 -1.14563 3.86543 0.24
H 0.95918 0.00290 2.53491 0.24
H 1.63196 -1.64942 2.43862 0.23
H -0.96990 -3.13470 3.41928 0.24
H 0.32843 -3.47079 2.26939 0.24
H -2.49704 -5.17057 2.33991 0.24
H -3.88426 -5.77370 0.39302 0.25
H -3.78940 -4.47065 -1.68839 0.25
H -2.30670 -2.49380 -1.85648 0.23
C -3.33649 1.16478 -1.74784 -0.64
C -1.86286 1.18420 -2.05008 -0.05
O -1.15689 1.81314 -0.93617 -0.84
P 0.10596 1.19139 -0.22465 1.91
O 0.15675 2.00372 1.12400 -0.85
C -0.93198 2.79411 1.72775 -0.06
C -0.83001 4.23789 1.31466 -0.64
O 1.41798 1.54109 -0.99023 -0.84
C 1.74536 2.94683 -1.33469 -0.06
C 3.06528 3.31797 -0.72015 -0.64
H -3.87601 0.74282 -2.59597 0.25
H -3.70763 2.17468 -1.58040 0.24
H -3.55321 0.55793 -0.86694 0.21
H -1.61974 1.77065 -2.93382 0.22
H -1.45999 0.17371 -2.19750 0.17
H -0.78376 2.66815 2.79823 0.21
H -1.88423 2.35018 1.43873 0.19
H 0.12400 4.66271 1.62488 0.23
H -1.62531 4.80312 1.80196 0.25
H -0.94979 4.35339 0.23841 0.22
H 0.93997 3.58720 -0.97696 0.19
H 1.75936 2.97434 -2.42176 0.21
H 3.01573 3.28053 0.36806 0.22
H 3.32219 4.33592 -1.01467 0.25
H 3.85954 2.65889 -1.06719 0.23
Se 1.56266 -2.07157 -0.83688 0.39
C 2.82327 -0.88451 -1.57250 -0.24
C 2.70112 -0.46549 -2.89399 -0.23
C 3.76305 0.23989 -3.44184 0.04
N 4.87080 0.54015 -2.76743 -0.34
C 4.97076 0.12721 -1.50551 0.04
C 3.98097 -0.59555 -0.85708 -0.24
H 1.81952 -0.68878 -3.47931 0.24
H 3.72409 0.57601 -4.47137 0.22
H 5.88928 0.38167 -0.98927 0.23
H 4.12025 -0.93427 0.16060 0.24



For reference, lowest unoccupied orbital energy by record: 2.68 -0.83 -11.11 -9.30 eV.
For reference, orbital gap by record: 6.11 8.61 6.97 5.91 eV.